Entry 1:
The following is a quantum chemistry calculation of a molecular structure, C40H31BrGeI3N2O4Tc, from the OMol25 dataset.

Values from the calculation:
Largest force on an atom (eV Å⁻¹): 2.00
Charge: +2
Multiplicity: 1
Gap between HOMO and LUMO (eV): 5.398

```
83
C40H31BrGeI3N2O4Tc | the OMol25 dataset | ωB97M-V with the def2-TZVPD basis set
I 1.495 -1.769 0.693
I -3.155 2.941 -0.601
I -5.479 1.682 -0.613
Tc 0.888 0.849 0.094
Br 1.524 -2.142 5.093
Ge -1.889 -1.584 -0.623
O 5.125 2.968 -3.058
O 0.067 -1.059 2.615
O 0.501 2.501 -0.647
O 0.609 1.024 1.994
N 1.985 5.760 -0.871
N 2.519 0.673 -1.099
C 0.526 2.352 5.906
C -0.836 -5.524 0.382
C -0.959 -6.201 -0.829
C 3.669 4.165 -1.501
C 5.078 3.921 -1.993
C -1.495 -3.464 -0.705
C 1.039 -0.333 5.349
C 3.942 -0.609 -2.665
C 3.095 -0.581 -1.565
C 1.466 3.467 -0.827
C 1.107 4.808 -0.633
C 4.213 -2.994 -2.421
C -3.613 0.067 2.881
C -3.809 -2.259 1.363
C 3.193 1.759 -1.358
C -1.363 -5.522 -1.970
C -1.115 -4.166 0.447
C -3.898 -1.530 -2.587
C -4.583 -1.091 -3.712
C -2.820 -0.097 1.755
C 3.217 5.444 -1.333
C -2.905 -1.259 0.987
C 2.762 3.122 -1.194
C 2.776 -1.778 -0.955
C 0.968 1.499 6.904
C -2.690 -0.925 -2.226
C -0.093 -0.595 -0.344
C -4.617 -2.086 2.484
C -2.874 0.559 -4.119
C 4.498 -1.809 -3.083
C -4.072 -0.046 -4.472
C 0.343 1.857 4.630
C -0.263 5.177 -0.138
C -4.511 -0.930 3.247
C 0.577 0.509 4.336
C -1.623 -4.155 -1.912
C 1.235 0.165 6.625
C 3.333 -2.981 -1.350
C -2.181 0.118 -2.999
C 0.381 0.063 2.947
H -3.539 0.974 3.471
H -4.612 0.300 -5.345
H -1.934 -3.630 -2.810
H 4.180 1.625 -1.777
H -1.100 -3.669 1.414
H -2.480 1.373 -4.715
H -4.313 -2.341 -1.994
H -5.325 -2.858 2.761
H 4.654 -3.927 -2.747
H -2.144 0.698 1.473
H -0.762 -7.266 -0.876
H 3.082 -3.902 -0.835
H -5.128 -0.806 4.129
H 5.506 4.871 -2.302
H -1.480 -6.055 -2.905
H -0.013 2.507 3.841
H -3.890 -3.176 0.789
H 5.701 3.543 -1.183
H -5.521 -1.558 -3.989
H 5.148 -1.814 -3.949
H 1.602 -0.493 7.400
H 1.116 1.869 7.911
H -0.625 4.473 0.612
H 4.166 0.296 -3.218
H 0.331 3.394 6.121
H -0.978 5.177 -0.967
H -0.236 6.180 0.279
H 3.861 6.286 -1.567
H 5.236 3.428 -3.897
H -0.544 -6.062 1.276
H -1.246 0.601 -2.730
```

The net atomic charges from Löwdin, expressed in e, are:
1 I 1.78
2 I 0.17
3 I 0.17
4 Tc 1.40
5 Br 0.84
6 Ge 0.94
7 O -0.06
8 O -0.18
9 O -0.25
10 O -0.25
11 N 0.17
12 N -0.06
13 C -0.05
14 C -0.07
15 C -0.06
16 C -0.12
17 C -0.17
18 C -0.32
19 C -0.58
20 C 0.01
21 C -0.28
22 C -0.20
23 C -0.24
24 C -0.03
25 C -0.07
26 C -0.09
27 C 0.00
28 C -0.06
29 C -0.16
30 C -0.12
31 C -0.07
32 C -0.17
33 C -0.04
34 C -0.29
35 C -0.06
36 C -0.49
37 C -0.03
38 C -0.32
39 C -0.50
40 C -0.05
41 C -0.08
42 C -0.02
43 C -0.06
44 C -0.01
45 C -0.03
46 C -0.06
47 C -0.17
48 C -0.09
49 C -0.11
50 C -0.10
51 C -0.15
52 C -0.55
53 H 0.11
54 H 0.12
55 H 0.10
56 H 0.12
57 H 0.10
58 H 0.11
59 H 0.11
60 H 0.12
61 H 0.13
62 H 0.04
63 H 0.12
64 H 0.11
65 H 0.12
66 H 0.13
67 H 0.11
68 H 0.12
69 H 0.11
70 H 0.14
71 H 0.12
72 H 0.13
73 H 0.11
74 H 0.12
75 H 0.05
76 H 0.12
77 H 0.12
78 H 0.07
79 H 0.10
80 H 0.13
81 H 0.11
82 H 0.11
83 H 0.08

***

Entry 2:
The following is a quantum chemistry calculation of a molecular structure, C28H22Cl2HfNO4P, from the OMol25 dataset.

Values from the calculation:
Energy above the lowest of the compared OMol25 structures with the same formula, charge and spin (kcal per mole): 0.0
Largest force on an atom (eV Å⁻¹): 0.31
Charge: +2
Multiplicity: 1
Gap between HOMO and LUMO (eV): 7.785

```
59
C28H22Cl2HfNO4P | the OMol25 dataset | ωB97M-V with the def2-TZVPD basis set
Hf -0.561 -1.989 1.094
Cl 1.667 -1.184 2.471
Cl 2.523 0.498 -4.914
P -0.300 0.710 0.847
O -4.704 -2.179 -0.176
O 0.554 -2.821 -0.493
O 0.069 -3.720 1.760
O 1.090 -5.717 1.478
N -2.430 -2.142 0.489
C 2.214 -1.352 -1.417
C 0.266 -1.996 -2.761
C 0.767 -1.191 -3.782
C 4.001 1.991 1.846
C -2.261 1.975 -0.643
C -0.933 1.547 -0.609
C 2.235 0.417 1.907
C 3.200 2.840 1.097
C -3.604 -2.164 0.147
C -2.145 2.874 3.781
C -0.127 1.660 -1.742
C -2.491 0.538 4.273
C -2.770 2.528 -1.809
C -1.964 2.650 -2.933
C -2.670 1.876 4.595
C 1.397 1.235 1.161
C 1.907 2.468 0.759
C -1.252 1.206 2.295
C 1.019 -2.028 -1.597
C 1.958 -0.498 -3.630
C 3.520 0.756 2.267
C -0.644 2.216 -2.900
C 2.699 -0.577 -2.455
C 0.763 -4.662 1.065
C -0.988 -2.799 -2.959
C -1.436 2.546 2.638
C -1.784 0.222 3.125
C 1.074 -4.192 -0.356
H -2.290 3.913 4.044
H 2.148 -4.171 -0.531
H 2.769 -1.450 -0.491
H 0.903 1.326 -1.720
H 0.577 -4.824 -1.089
H -2.893 1.890 0.232
H -2.365 3.089 -3.836
H -3.795 2.870 -1.836
H 5.007 2.285 2.113
H -1.031 3.331 2.010
H 3.581 3.800 0.778
H -0.754 -3.756 -3.430
H -0.015 2.318 -3.775
H 3.634 -0.043 -2.362
H -1.507 -3.006 -2.024
H 1.287 3.138 0.176
H -3.222 2.142 5.486
H 0.224 -1.112 -4.715
H -1.679 -0.852 2.910
H -2.896 -0.242 4.903
H 4.132 0.087 2.857
H -1.674 -2.273 -3.620
```

The net atomic charges from Löwdin, expressed in e, are:
1 Hf 1.55
2 Cl 0.75
3 Cl 0.76
4 P 0.98
5 O 0.26
6 O -0.28
7 O -0.22
8 O 0.21
9 N -0.07
10 C -0.01
11 C -0.18
12 C -0.03
13 C -0.02
14 C -0.08
15 C -0.37
16 C -0.57
17 C -0.03
18 C -0.37
19 C -0.03
20 C -0.10
21 C -0.04
22 C -0.04
23 C -0.04
24 C -0.03
25 C -0.37
26 C -0.05
27 C -0.38
28 C -0.23
29 C -0.66
30 C -0.07
31 C -0.05
32 C -0.08
33 C -0.52
34 C 0.00
35 C -0.06
36 C -0.14
37 C 0.02
38 H 0.13
39 H 0.16
40 H 0.12
41 H 0.09
42 H 0.16
43 H 0.11
44 H 0.12
45 H 0.12
46 H 0.13
47 H 0.12
48 H 0.13
49 H 0.11
50 H 0.11
51 H 0.12
52 H 0.06
53 H 0.12
54 H 0.13
55 H 0.13
56 H 0.04
57 H 0.12
58 H 0.12
59 H 0.10

***

Entry 3:
The following is a quantum chemistry calculation of a molecular structure, C28H34N2O7SSe2TeV, from the OMol25 dataset.

Values from the calculation:
Energy above the lowest of the compared OMol25 structures with the same formula, charge and spin (kcal per mole): 0.0
Largest force on an atom (eV Å⁻¹): 0.48
Charge: -1
Multiplicity: 3
Gap between HOMO and LUMO (alpha / beta) (eV): 7.041 / 7.568

```
76
C28H34N2O7SSe2TeV | the OMol25 dataset | ωB97M-V with the def2-TZVPD basis set
Te -2.086 -2.843 -0.419
Se 1.638 0.062 -1.068
Se 0.412 -1.833 1.764
V 0.144 0.361 0.813
S 1.103 1.903 2.321
O -4.921 3.429 -0.159
O -1.814 0.531 1.967
O 2.787 6.992 -1.901
O 4.890 -0.989 2.406
O 2.970 7.985 0.061
O 4.670 -3.731 1.392
O -1.143 2.028 -2.170
N -1.541 1.164 -0.105
N -3.056 2.637 -1.139
C -2.290 1.162 1.005
C 1.343 3.484 0.039
C 2.487 5.569 1.464
C -2.397 3.846 2.261
C -5.268 -3.084 2.489
C 3.289 -0.662 -0.272
C 1.705 4.650 -0.608
C -1.854 1.914 -1.198
C -4.427 -3.097 1.377
C -6.607 -3.417 2.374
C 4.363 -2.786 0.381
C -2.986 -2.699 1.517
C 2.136 4.403 2.111
C 1.558 3.335 1.412
C -4.052 -3.447 -1.082
C -4.944 -3.456 0.134
C 3.228 -1.807 0.763
C 2.702 6.984 -0.547
C -7.122 -3.776 1.135
C 2.286 5.709 0.090
C -6.292 -3.796 0.027
C -3.524 2.826 2.362
C -3.607 1.893 1.136
C -3.933 2.728 -0.091
C 1.919 -2.603 0.755
C 3.504 -1.281 2.179
C -4.736 0.855 1.311
C -4.970 0.010 0.064
H -5.724 -0.754 0.250
H -5.318 0.627 -0.768
H -6.690 -4.071 -0.943
H -4.491 3.324 2.448
H 3.856 -1.001 -1.141
H -2.452 -3.349 2.208
H 1.588 -2.769 -0.270
H 1.488 4.711 -1.670
H 3.845 0.182 0.145
H -8.168 -4.038 1.032
H 2.640 6.101 -2.244
H 5.113 -3.235 2.091
H 4.058 -3.352 -0.502
H 2.929 6.392 2.010
H 2.896 -0.400 2.388
H -2.502 4.472 1.370
H 2.107 -3.568 1.225
H -3.256 3.200 -1.952
H 2.302 4.305 3.176
H -4.056 -0.499 -0.257
H -4.473 0.226 2.165
H 3.244 -2.047 2.910
H 5.259 -2.214 0.117
H -7.248 -3.397 3.246
H -5.643 1.405 1.571
H -2.885 -1.676 1.881
H -3.383 2.195 3.240
H 5.105 -0.176 1.939
H -4.017 -4.433 -1.543
H -4.862 -2.799 3.453
H -4.426 -2.737 -1.821
H 0.913 2.682 -0.543
H -1.421 3.358 2.230
H -2.401 4.510 3.126
```

The net atomic charges from Löwdin, expressed in e, are:
1 Te 1.21
2 Se 0.64
3 Se 0.60
4 V 0.11
5 S 0.64
6 O 0.10
7 O -0.07
8 O 0.10
9 O -0.07
10 O 0.10
11 O -0.06
12 O 0.07
13 N 0.08
14 N 0.22
15 C -0.46
16 C -0.12
17 C -0.02
18 C -0.06
19 C -0.05
20 C -0.50
21 C -0.02
22 C -0.52
23 C -0.30
24 C -0.10
25 C -0.23
26 C -0.47
27 C -0.11
28 C -0.63
29 C -0.46
30 C -0.31
31 C -0.56
32 C -0.49
33 C -0.10
34 C -0.15
35 C -0.06
36 C -0.16
37 C -0.30
38 C -0.43
39 C -0.52
40 C -0.24
41 C -0.15
42 C -0.06
43 H 0.08
44 H 0.08
45 H 0.11
46 H 0.12
47 H 0.05
48 H 0.05
49 H 0.05
50 H 0.11
51 H 0.06
52 H 0.10
53 H 0.09
54 H 0.08
55 H 0.13
56 H 0.12
57 H 0.06
58 H 0.08
59 H 0.07
60 H 0.16
61 H 0.10
62 H 0.05
63 H 0.12
64 H 0.12
65 H 0.12
66 H 0.10
67 H 0.12
68 H 0.03
69 H 0.12
70 H 0.08
71 H 0.04
72 H 0.12
73 H 0.05
74 H 0.02
75 H 0.05
76 H 0.08

***

Entry 4:
The following is a quantum chemistry calculation of a molecular structure, C12H18AgF2NO9, from the OMol25 dataset.

Values from the calculation:
Energy above the lowest of the compared OMol25 structures with the same formula, charge and spin (kcal per mole): 0.0
Largest force on an atom (eV Å⁻¹): 2.53
Charge: -1
Multiplicity: 2
Gap between HOMO and LUMO (alpha / beta) (eV): 7.460 / 6.711

```
43
C12H18AgF2NO9 | the OMol25 dataset | ωB97M-V with the def2-TZVPD basis set
Ag -1.408 0.620 -1.517
F -0.443 0.430 -3.473
F -3.435 1.143 -2.080
O -0.025 2.772 -1.693
O 0.513 -0.526 -0.640
O 0.692 -2.579 0.287
O -4.063 -2.374 -1.325
O -1.686 1.163 0.638
O -2.626 -3.582 -0.246
O 2.112 2.497 -2.211
O -2.331 1.603 2.732
O -2.143 -1.541 -0.765
N -2.952 -2.514 -0.804
C -2.249 0.988 4.030
C 3.116 4.107 -0.836
C 1.677 3.823 -0.347
C 0.599 -3.779 -1.773
C 1.212 -2.416 -1.980
C 1.128 3.020 -1.465
C -1.953 -0.466 3.720
C 3.414 2.912 -1.689
C -1.795 0.824 1.773
C 0.624 -3.897 -0.235
C 0.783 -1.675 -0.735
C -1.200 -0.435 2.411
H -0.138 -0.329 2.651
H -1.551 -1.069 4.538
H -0.269 -4.461 0.039
H 3.732 2.031 -1.125
H 2.297 -2.545 -1.879
H 3.249 5.054 -1.358
H 1.516 -4.410 0.141
H -3.192 1.146 4.550
H 0.922 -1.846 -2.859
H 3.690 4.185 0.092
H -2.885 -1.023 3.550
H -1.442 1.535 4.529
H 4.104 3.102 -2.507
H 1.245 -4.562 -2.170
H -1.316 -1.297 1.758
H -0.412 -3.813 -2.172
H 1.713 3.405 0.656
H 1.174 4.782 -0.211
```

The net atomic charges from Löwdin, expressed in e, are:
1 Ag 1.07
2 F -0.60
3 F -0.56
4 O 0.08
5 O 0.06
6 O 0.01
7 O -0.01
8 O 0.07
9 O -0.07
10 O 0.04
11 O 0.03
12 O -0.13
13 N -0.59
14 C -0.15
15 C -0.17
16 C -0.07
17 C -0.14
18 C -0.07
19 C -0.50
20 C -0.17
21 C -0.14
22 C -0.44
23 C -0.17
24 C -0.48
25 C -0.06
26 H 0.13
27 H 0.11
28 H 0.11
29 H 0.13
30 H 0.13
31 H 0.11
32 H 0.12
33 H 0.12
34 H 0.12
35 H 0.11
36 H 0.12
37 H 0.12
38 H 0.12
39 H 0.11
40 H 0.11
41 H 0.12
42 H 0.13
43 H 0.13